12
Properties=species:S:1:pos:R:3:forces:R:3:mulliken_charge:R:1 method="wB97M-V/def2-TZVPD" spin_multiplicity=2 total_energy_ha=-248.0907 e_above_lowest_kj_mol=205.28 homo_energy_ev="-13.67 / -13.67" gap_ev="7.733 / 6.888" total_charge=+1
O 2.7585 0.4872 -0.0885 -1.48 0.83 2.39 -0.41
C 2.4908 1.0571 0.9837 0.69 -1.28 -3.44 -0.02
H 3.3037 1.6161 1.3981 0.31 0.54 1.04 0.30
H 1.4729 1.0736 1.4236 0.35 -0.13 0.00 0.14
C -2.2024 0.2095 -0.1634 -2.49 3.05 -0.49 -0.72
C -1.3586 -0.8121 -0.1862 7.09 -4.14 -3.65 0.35
N -0.2777 -1.0609 -1.0964 -2.85 1.44 2.14 -0.28
H -3.0982 0.3502 -0.7531 0.27 0.02 -0.54 0.35
H -2.0713 0.8897 0.6388 -0.24 0.53 1.07 0.33
H -1.4005 -1.5394 0.6203 0.15 -0.35 0.07 0.35
H 0.1531 -0.3027 -1.7349 -1.34 -1.62 1.24 0.31
H 0.2297 -1.9683 -1.0420 -0.45 1.10 0.18 0.29